1.
18
Properties=species:S:1:pos:R:3:forces:R:3 method="wB97M-V/def2-TZVPD" gap_ev=7.644 spin_multiplicity=1 e_homo_ev=-7.5 energy_ev=-23580.914 relative_energy_kcal_mol=2.8 lumo_ev=0.12
H 1.950681 0.245921 -1.391035 -0.48 -0.03 0.43
N 1.564113 1.091430 0.411688 0.20 -0.09 0.45
N 1.090422 -1.060252 -0.114206 -3.57 1.79 1.81
H 0.691932 -1.510804 -2.158850 0.01 -0.02 0.06
N -2.026889 1.596384 1.160764 -0.55 0.10 0.20
H -3.409291 0.113226 1.073838 -0.12 -0.20 -0.02
S -0.311644 3.605863 1.270273 0.19 -0.03 -0.04
H -1.860365 -1.528161 0.254892 -0.06 0.13 0.00
H 0.188977 -2.718632 -0.938503 0.03 -0.03 -0.03
C 0.952791 -1.988917 -1.200394 0.20 0.05 -0.35
C 0.191510 1.042270 0.540971 -0.90 -0.74 -0.33
N 2.001284 -0.012108 -0.380798 0.77 0.30 -0.92
H 2.018340 1.974181 0.229784 -0.04 -0.06 -0.08
C -0.269303 -0.198096 0.247275 3.67 -1.12 -1.06
N -1.553658 -0.580497 0.411897 0.11 0.15 0.19
C -0.743025 2.039654 0.988189 0.83 0.36 -0.11
H 1.904960 -2.508231 -1.314164 -0.06 -0.07 -0.04
C -2.380833 0.396768 0.908378 -0.23 -0.51 -0.17

2.
14
Properties=species:S:1:pos:R:3:forces:R:3 method="wB97M-V/def2-TZVPD" gap_ev=8.522 spin_multiplicity=1 e_homo_ev=-8.2 energy_ev=-8829.726 relative_energy_kcal_mol=149.4 lumo_ev=0.30
C -1.514182 0.293378 -0.899228 -0.14 0.56 0.11
H -1.353172 -1.725502 -0.445091 0.00 0.20 -0.18
C -0.295748 0.419458 -0.101381 0.34 0.22 0.33
N -1.848395 -1.141526 -1.123670 0.47 0.01 -0.39
C 0.727054 0.511879 0.532924 -0.45 -0.01 -0.20
H 1.075236 0.345604 3.064754 0.12 -0.11 -0.01
O 1.855087 0.009702 2.605218 -0.20 0.07 0.19
H 2.131313 1.746699 1.484516 -0.03 -0.17 -0.01
H 2.802023 0.243030 0.847876 -0.14 0.05 0.02
H -0.450120 -1.728261 -2.444394 -0.25 -0.94 -0.28
H -2.352964 0.874805 -0.525691 -0.06 -0.07 0.32
C -1.409463 -1.170134 -2.431319 0.30 -0.45 0.02
C 1.935477 0.670821 1.360191 0.09 0.12 -0.33
H -1.302140 0.650042 -1.924706 -0.05 0.52 0.39

3.
14
Properties=species:S:1:pos:R:3:forces:R:3 method="wB97M-V/def2-TZVPD" gap_ev="8.372 / 8.370" spin_multiplicity=1 e_homo_ev="-8.3 / -8.3" energy_ev=-8830.774 relative_energy_kcal_mol=125.2 lumo_ev="0.06 / 0.05"
O -4.995299 0.495122 2.977207 0.28 -0.59 2.54
H 5.257830 -1.124925 -1.709696 -0.18 -0.59 -0.49
N 4.712048 -1.124823 -0.865909 -0.40 0.95 0.07
C 0.448044 -0.031599 -1.105490 -0.62 1.67 1.47
C -4.791375 0.609023 1.822779 0.56 0.87 -0.72
C 2.581961 -0.137475 0.172896 2.40 -1.83 -1.90
H -0.502520 -0.597047 -0.979715 0.45 0.79 0.06
H 0.971826 -0.448682 -1.898388 1.18 -0.99 -1.28
C 1.278281 0.066155 0.200581 -0.73 -0.44 -2.93
H -3.765412 0.705106 1.406951 -0.26 -0.27 -0.16
C 3.572861 -0.693267 -0.797461 -2.34 1.61 3.77
H 0.568530 0.462516 0.913424 0.97 -0.15 1.16
H -5.670241 0.765077 1.240175 -0.59 -0.01 -1.66
H 0.333465 1.054818 -1.377354 -0.73 -1.01 0.06

4.
14
Properties=species:S:1:pos:R:3:forces:R:3 method="wB97M-V/def2-TZVPD" gap_ev=8.432 spin_multiplicity=1 e_homo_ev=-7.9 energy_ev=-8831.329 relative_energy_kcal_mol=112.4 lumo_ev=0.52
H -1.928988 -1.025997 -0.360371 -0.15 0.32 0.36
O 0.618100 -1.491766 -1.287704 -0.02 0.18 0.16
H -2.337776 0.671519 -0.148256 0.19 -0.17 0.07
H -1.986457 0.620877 1.636824 0.11 -0.15 -0.33
H 0.758454 2.084137 1.032941 0.16 -0.12 -0.05
C 0.915661 0.300997 0.120977 0.01 -0.25 -0.29
C 1.430432 -0.473257 -0.892274 -0.13 0.29 0.09
C -0.537356 -1.368078 -0.486756 0.47 0.01 0.19
N 1.472608 1.417771 0.755395 -0.03 0.12 -0.14
C -1.745142 0.215278 0.643998 -0.04 -0.13 0.01
H 2.185055 1.882789 0.204360 -0.10 -0.08 0.13
H 2.313976 -0.319074 -1.507608 -0.19 -0.05 0.25
C -0.414488 -0.192577 0.284691 -0.16 -0.24 -0.34
H -0.744078 -2.322616 0.003781 -0.12 0.27 -0.11

5.
14
Properties=species:S:1:pos:R:3:forces:R:3 method="wB97M-V/def2-TZVPD" gap_ev=8.753 spin_multiplicity=1 e_homo_ev=-7.7 energy_ev=-8834.886 relative_energy_kcal_mol=30.4 lumo_ev=1.03
H -2.334588 -0.476113 -0.245192 0.01 0.02 0.22
H 2.279204 1.057945 -0.789348 0.01 0.06 0.19
C 1.783261 -0.759121 0.304054 0.27 -0.01 -0.07
H -1.170021 -1.746385 -0.630296 -0.42 -0.06 0.05
O 0.668496 -1.249648 0.854026 0.06 -0.10 -0.20
H -1.968352 -1.779638 0.943748 -0.07 0.21 0.03
H 0.050550 2.583918 -0.872290 -0.04 -0.09 0.07
C 1.571841 0.472652 -0.221250 0.12 0.02 -0.01
N -0.536672 1.841135 -0.520642 0.00 0.07 0.00
C 0.181535 0.753441 -0.008240 0.00 -0.28 0.02
H -1.228880 2.217564 0.112245 0.08 -0.11 -0.07
H 2.612554 -1.447297 0.296493 0.23 0.32 0.20
C -1.560358 -1.113665 0.181382 -0.24 -0.05 -0.03
C -0.348571 -0.354790 0.595314 -0.02 0.00 -0.40

6.
14
Properties=species:S:1:pos:R:3:forces:R:3 method="wB97M-V/def2-TZVPD" gap_ev=10.660 spin_multiplicity=1 e_homo_ev=-9.8 energy_ev=-8833.913 relative_energy_kcal_mol=52.8 lumo_ev=0.83
N 2.293550 0.896278 -0.027114 -0.08 -0.11 0.01
H -2.210300 -0.042654 0.027383 0.15 0.35 -0.07
H 0.033932 0.834509 1.279459 0.20 -0.34 0.14
H -1.755450 1.643334 -0.096106 0.53 0.00 -0.12
C -1.188591 -2.163266 0.606240 0.44 0.22 0.07
H 3.130822 0.743908 -0.578296 -0.26 0.02 0.13
C -0.446918 -1.221139 0.748608 -0.65 -0.39 -0.28
O 1.273603 -0.482526 -1.478281 -0.30 0.42 0.38
H 2.448380 1.207058 0.920501 -0.39 -0.08 -0.13
H -1.964359 -2.848049 0.328483 0.44 -0.22 0.41
C 1.207266 0.164465 -0.450903 -0.05 -0.21 -0.29
C -1.415714 0.624272 -0.311553 0.09 0.19 -0.21
C -0.091095 0.176108 0.416221 -0.19 0.05 -0.01
H -1.315122 0.467699 -1.384642 0.07 0.11 -0.03

7.
14
Properties=species:S:1:pos:R:3:forces:R:3 method="wB97M-V/def2-TZVPD" gap_ev=9.124 spin_multiplicity=1 e_homo_ev=-8.4 energy_ev=-8833.562 relative_energy_kcal_mol=60.9 lumo_ev=0.73
H -1.543009 -1.224252 -1.142889 -0.01 0.05 0.16
H 1.404126 -0.892302 0.999288 -0.03 -0.12 -0.08
H 0.592065 2.552572 -0.804954 -1.41 1.62 -0.22
O 2.662617 0.955342 -0.528248 -2.11 0.75 0.06
N 0.136182 1.779907 -0.374736 3.53 -2.65 0.21
C 0.827031 -0.489688 0.166269 -0.04 -0.17 0.09
H -0.736429 -0.140681 1.612320 -0.06 0.06 -0.16
H 0.892297 -1.191540 -0.672776 0.00 -0.04 0.13
C -0.988551 1.275932 0.050690 1.21 0.25 -0.43
H -2.643260 -0.869041 0.198180 0.11 -0.07 -0.04
H -1.444921 -2.179155 0.345024 -0.01 0.19 -0.03
C -1.623033 -1.171985 -0.049902 -0.08 0.01 -0.01
C -0.624830 -0.162533 0.519128 -0.21 0.13 0.00
C 1.501647 0.760124 -0.294104 -0.89 -0.03 0.30

8.
14
Properties=species:S:1:pos:R:3:forces:R:3 method="wB97M-V/def2-TZVPD" gap_ev=9.694 spin_multiplicity=1 e_homo_ev=-8.8 energy_ev=-8835.058 relative_energy_kcal_mol=26.4 lumo_ev=0.93
H 2.721037 0.951111 -0.359133 -0.19 -0.09 0.00
H 0.254372 -1.938748 -0.516252 -0.26 0.11 0.11
H 2.568814 0.076549 1.160535 -0.09 -0.01 -0.11
C 2.276057 0.066260 0.105164 -0.04 -0.04 -0.03
C -1.429904 -0.388928 -0.088722 -0.24 0.13 0.02
H 2.691857 -0.827832 -0.361114 -0.07 0.06 0.07
C -0.073144 -0.932413 -0.285233 -0.04 0.02 0.11
H -1.869894 1.425826 0.817836 0.62 0.51 0.04
N -2.637618 -0.746728 0.108192 0.22 -0.29 -0.21
C 0.786379 0.076379 -0.008572 -0.01 -0.13 0.03
H -1.432247 1.608128 -0.916731 -0.07 -0.05 0.11
C -1.198814 1.095353 0.021830 -0.25 -0.01 -0.07
H -2.862675 -1.734277 0.054351 0.46 -0.18 -0.16
O 0.205779 1.269315 0.267846 -0.05 -0.04 0.10

9.
14
Properties=species:S:1:pos:R:3:forces:R:3 method="wB97M-V/def2-TZVPD" gap_ev=9.738 spin_multiplicity=1 e_homo_ev=-9.0 energy_ev=-8834.217 relative_energy_kcal_mol=45.8 lumo_ev=0.79
C -1.627093 0.333754 0.870360 1.32 -0.34 0.30
N -1.361635 1.230309 -0.180688 0.31 0.20 0.01
H -0.064728 -1.303036 -1.169172 0.19 -0.01 -0.39
H -0.802650 -1.526225 1.459090 0.41 0.12 0.00
H 1.942735 -1.551109 0.299726 -0.07 0.11 -0.05
C -0.806758 -0.731779 0.722158 0.03 -0.54 -0.50
O 0.208216 1.438116 -1.873864 -0.22 -0.22 0.23
C 0.136293 -0.548430 -0.410565 -0.07 -0.23 -0.44
H 1.878781 0.167130 0.733971 -0.21 -0.12 -0.14
C 1.629691 -0.562086 -0.047145 0.02 -0.06 -0.03
H -1.171730 0.431433 1.881367 -1.74 1.18 0.92
H -1.841974 2.099199 -0.359772 0.10 -0.14 0.15
C -0.295484 0.822741 -0.960345 0.03 0.09 -0.20
H 2.208856 -0.303321 -0.938366 -0.09 -0.05 0.14

10.
14
Properties=species:S:1:pos:R:3:forces:R:3 method="wB97M-V/def2-TZVPD" gap_ev=10.438 spin_multiplicity=1 e_homo_ev=-9.5 energy_ev=-8834.281 relative_energy_kcal_mol=44.3 lumo_ev=0.98
C 0.650134 0.334930 0.911058 0.10 0.23 0.23
H 2.053134 1.373448 -0.492187 -0.09 -0.11 0.00
C -1.927749 -0.001950 -0.032965 -0.03 0.01 0.01
O 0.359562 0.001420 -2.329655 0.09 -0.04 0.53
H -2.317208 0.143921 0.978261 0.07 -0.02 -0.13
H -2.184520 0.865181 -0.648690 0.04 -0.11 0.08
C -0.445695 -0.199591 0.011162 -0.33 0.10 -0.21
C 0.517389 -0.043811 -1.138678 -0.06 -0.04 -0.39
N 0.156883 -1.005492 1.071664 0.14 -0.19 -0.01
H 2.529440 -0.304678 -0.107492 -0.12 0.09 0.00
C 1.683312 0.381687 -0.217149 0.15 0.00 -0.03
H 0.532860 1.048017 1.719918 0.02 -0.12 -0.11
H 0.810009 -1.711221 0.737087 -0.06 0.09 -0.01
H -2.417547 -0.881858 -0.462337 0.07 0.11 0.04

11.
14
Properties=species:S:1:pos:R:3:forces:R:3 method="wB97M-V/def2-TZVPD" gap_ev=9.185 spin_multiplicity=1 e_homo_ev=-8.2 energy_ev=-8835.128 relative_energy_kcal_mol=24.8 lumo_ev=0.98
O -1.500574 1.195927 -1.122708 -0.07 0.14 -0.13
H -1.279066 -2.242427 1.067617 -0.14 -0.05 -0.16
H 0.335890 -2.259011 0.676593 -0.33 0.47 -0.22
H 1.839994 -0.002905 1.448286 -0.23 0.12 -0.22
H -2.750326 -0.357987 -1.096062 0.45 -0.60 0.64
C -0.713117 -0.559976 -0.000305 1.26 -0.07 0.64
C -0.262008 1.518337 -0.706008 0.25 -0.28 0.17
C -1.764050 -0.087697 -0.721296 -0.42 0.38 -0.18
H 2.277010 -0.293889 -0.241714 -0.06 0.18 0.21
C 1.722310 0.384279 0.426685 0.26 -0.11 0.05
C 0.308702 0.486539 -0.037284 -0.64 0.12 -0.33
N -0.476956 -1.672931 0.860564 -0.38 0.04 -0.47
H 0.057428 2.526042 -0.924959 0.10 -0.15 -0.06
H 2.204763 1.365697 0.370590 -0.04 -0.18 0.04

12.
14
Properties=species:S:1:pos:R:3:forces:R:3 method="wB97M-V/def2-TZVPD" gap_ev=8.162 spin_multiplicity=1 e_homo_ev=-7.3 energy_ev=-8832.673 relative_energy_kcal_mol=81.4 lumo_ev=0.84
H -1.453085 -1.105102 1.066417 0.03 0.12 0.06
H -2.582692 0.981160 -0.371511 -0.15 0.23 0.30
C -0.518264 1.521504 -0.037188 -1.00 -0.26 -0.74
C -1.569088 0.690496 -0.169653 -0.53 0.81 0.88
H 2.267129 -1.350749 -0.372557 0.13 0.14 0.06
H -1.637382 -1.409793 -0.660603 0.20 -0.10 0.08
N 0.649691 0.819811 -0.095493 -0.19 -2.29 0.22
C -1.174280 -0.744696 0.072798 -0.07 0.45 -1.01
O 1.893954 1.422980 0.042743 -0.41 -0.62 -0.03
C 1.228426 -1.594789 -0.225401 0.02 0.02 0.10
H 0.979210 -2.637821 -0.131019 -0.17 -0.14 -0.17
H 2.112386 1.467099 0.988066 -0.20 -0.20 -0.02
H -0.495380 2.597814 0.005168 0.00 0.07 -0.23
C 0.299373 -0.657914 -0.111767 2.33 1.78 0.49